[1]
87
Properties=species:S:1:pos:R:3:lowdin_charge:R:1 method="wB97M-V/def2-TZVPD" homo_energy_ev="0.296 / 1.416" mol_weight_g_mol=595.14 lumo_energy_ev="4.12 / 4.18" total_charge=-2 total_energy_ha=-3609.0277 spin_multiplicity=1
Zn 0.30782 0.69403 -0.27054 0.616
N -2.11500 3.30774 3.93319 0.051
N -1.10758 2.27069 -2.10621 -0.014
C -0.95918 -2.83692 0.42022 -0.278
C -2.27947 -2.45832 0.78508 -0.266
C -2.21576 -1.80673 2.04878 -0.279
C -3.34090 -1.30728 2.86252 -0.085
H -4.28860 -1.43089 2.33020 0.052
H -3.22186 -0.25199 3.13231 0.047
H -3.40350 -1.87450 3.80301 0.066
C -0.86148 -1.79658 2.46680 -0.278
C -0.37976 -1.20860 3.72420 -0.105
H -0.65433 -1.82732 4.59488 0.062
H -0.82323 -0.20151 3.88147 0.016
H 0.70981 -1.08471 3.70967 0.050
C -0.07880 -2.43787 1.46054 -0.279
C 1.38737 -2.64049 1.51777 -0.100
H 1.88517 -1.76777 1.96508 0.030
H 1.80640 -2.79460 0.51525 0.049
H 1.66856 -3.52053 2.12403 0.064
C -3.51712 -2.78921 0.04879 -0.094
H -3.87015 -3.79952 0.31554 0.063
H -3.36332 -2.77537 -1.03883 0.038
H -4.31842 -2.08304 0.29606 0.054
C -0.56860 -3.54428 -0.82340 -0.082
H 0.46112 -3.29615 -1.11686 0.051
H -1.22406 -3.26307 -1.65931 0.050
H -0.62707 -4.64136 -0.70868 0.063
C -1.95419 4.60473 4.07383 -0.232
H -2.23406 5.04524 5.04231 0.078
C -1.41545 5.42711 3.05429 -0.162
H -1.23042 6.46352 3.27892 0.046
C -1.11169 4.87405 1.79352 -0.150
H -0.73666 5.48955 0.97182 0.085
C -1.32462 3.51078 1.60973 -0.093
H -1.18981 3.00215 0.65669 0.064
C -1.70115 2.71143 2.76354 -0.424
C -1.34982 1.35911 2.80914 -0.002
H -1.84764 0.70470 2.08644 0.015
C -0.48990 1.09045 -2.07500 -0.329
C -2.02616 2.25572 -3.13218 -0.183
H -2.72413 3.07368 -3.30747 0.081
C -1.90364 1.08654 -3.83306 -0.101
H -2.44146 0.75984 -4.70499 0.084
N -0.89020 0.34364 -3.20710 -0.025
C -0.41689 -0.93048 -3.61648 -0.108
C -1.31931 -1.86499 -4.19339 -0.202
C -0.77802 -2.96817 -4.84878 -0.034
H -1.44678 -3.63447 -5.38578 0.106
C 0.58002 -3.25890 -4.82574 -0.290
C 1.13677 -4.42056 -5.58599 -0.074
H 1.97875 -4.87820 -5.05749 0.073
H 1.50293 -4.12621 -6.57859 0.073
H 0.36746 -5.18264 -5.74235 0.069
C 1.42206 -2.42830 -4.09398 -0.024
H 2.47929 -2.65681 -4.01434 0.109
C 0.95228 -1.26816 -3.48120 -0.192
C 1.90828 -0.43851 -2.67899 -0.109
H 1.81826 0.63612 -2.89116 0.069
H 2.93524 -0.76161 -2.90336 0.070
H 1.77707 -0.62422 -1.58803 0.013
C -2.81124 -1.77403 -4.08349 -0.054
H -3.24333 -0.99553 -4.72083 0.055
H -3.17820 -1.63417 -3.05623 0.086
H -3.22279 -2.72902 -4.44096 0.074
C 1.41228 2.20424 3.84780 -0.157
C 1.85051 2.72183 2.48055 -0.408
P 1.94954 1.50599 1.11976 0.862
C 2.42204 2.48245 -0.39850 -0.432
C 2.81737 3.93378 -0.17457 -0.161
C 3.51145 0.57915 1.45065 -0.399
C 3.91716 0.26099 2.89066 -0.164
H 0.43294 1.70385 3.76963 0.013
H 1.26672 3.06215 4.51802 0.070
H 2.13746 1.52366 4.30469 0.041
H 1.13250 3.48786 2.14714 0.052
H 2.84160 3.19673 2.54766 0.062
H 3.23622 1.91740 -0.87459 0.068
H 1.56660 2.47490 -1.10741 0.032
H 3.65363 4.03189 0.52642 0.059
H 3.13006 4.34950 -1.14014 0.064
H 1.96759 4.52989 0.18040 0.067
H 3.44200 -0.35514 0.87025 0.058
H 4.29201 1.19443 0.97660 0.067
H 4.14002 1.16612 3.46804 0.057
H 3.16395 -0.33039 3.42804 0.059
H 4.83745 -0.33851 2.86408 0.064



[2]
95
Properties=species:S:1:pos:R:3:lowdin_charge:R:1 method="wB97M-V/def2-TZVPD" homo_energy_ev="-2.824 / -2.802" mol_weight_g_mol=704.21 lumo_energy_ev="2.52 / 2.52" total_charge=-1 total_energy_ha=-3503.1145 spin_multiplicity=1
Ti 0.08513 0.64379 -0.22365 1.044
C 1.50522 -1.50872 1.97845 -0.057
C 1.35364 -2.32070 0.83518 -0.149
C 1.87775 -1.58355 -0.27507 -0.183
C 2.32256 -0.31666 0.25360 -0.143
C 2.12518 -0.29964 1.65180 -0.233
C 2.72284 0.64977 2.67421 -0.538
C 3.85519 -0.11210 3.38959 -0.058
C 3.33514 1.88205 2.01032 -0.037
C 1.70337 1.08955 3.73427 -0.033
C 2.52646 -2.04816 -1.58935 -0.520
C 2.80997 -0.85938 -2.52439 -0.062
C 3.90846 -2.64168 -1.24079 -0.042
C 1.75110 -3.09059 -2.40174 -0.050
C 0.75121 -3.72964 0.96797 -0.503
C 1.83497 -4.81528 0.83790 -0.060
C 0.17362 -3.90535 2.38490 -0.084
C -0.40269 -4.02435 -0.02055 -0.046
H 1.15490 -1.75466 2.97098 0.095
H 2.96431 0.37140 -0.27791 0.096
H 4.56785 -0.50870 2.66185 0.084
H 3.45475 -0.95426 3.95953 0.078
H 4.38829 0.55330 4.07752 0.074
H 4.17243 1.60154 1.36500 0.085
H 3.71229 2.57269 2.77136 0.088
H 2.60487 2.41488 1.40286 0.060
H 1.09995 0.24393 4.07114 0.079
H 1.02731 1.84697 3.34176 0.058
H 2.21945 1.50946 4.60412 0.080
H 3.54588 -0.17637 -2.09900 0.077
H 1.91312 -0.28342 -2.74049 0.050
H 3.21797 -1.22898 -3.46977 0.080
H 4.51442 -1.89384 -0.72294 0.087
H 4.43893 -2.95128 -2.14959 0.080
H 3.81566 -3.50365 -0.58329 0.062
H 0.73651 -2.76267 -2.63079 0.058
H 1.68216 -4.04208 -1.87964 0.049
H 2.27205 -3.27818 -3.34569 0.078
H 2.64862 -4.62353 1.54175 0.088
H 2.25838 -4.86094 -0.16342 0.048
H 1.40998 -5.80129 1.06074 0.080
H 0.95073 -3.83246 3.14823 0.078
H -0.28613 -4.89371 2.46845 0.077
H -0.58512 -3.14936 2.59989 0.073
H -0.84985 -3.11079 -0.39883 0.041
H -1.19042 -4.60486 0.46895 0.072
H -0.07303 -4.61110 -0.87798 0.064
C -1.53898 3.68683 -1.95379 -0.152
Si -2.86569 2.47788 -1.41657 0.416
C -3.90946 2.22158 -2.99606 -0.185
C -3.95887 3.34667 -0.14319 -0.159
N -2.16981 1.04517 -0.72220 -0.100
C -2.99681 0.04858 -0.30610 -0.342
C -4.35514 -0.16930 -0.66805 -0.069
C -5.08940 -1.25733 -0.21104 -0.132
C -4.53682 -2.21156 0.62971 -0.118
C -3.20724 -2.04854 1.01458 -0.028
C -2.51450 -0.96586 0.54935 -0.215
F -1.19281 -0.84791 0.92629 0.003
H -2.01235 4.49920 -2.51570 0.034
H -0.78102 3.23021 -2.59536 0.021
H -1.02055 4.13089 -1.10209 0.022
H -4.96814 2.02744 -2.80637 0.013
H -3.52603 1.41154 -3.62124 0.000
H -3.85953 3.13963 -3.59080 0.020
H -4.52429 4.17224 -0.58733 0.025
H -3.33270 3.75370 0.65587 0.020
H -4.67101 2.65202 0.31173 0.021
H -4.84716 0.54078 -1.31343 0.069
H -6.12515 -1.34756 -0.52307 0.095
H -5.11192 -3.05733 0.98087 0.089
H -2.69962 -2.75528 1.65868 0.106
Cl 0.78667 7.52274 1.93120 0.595
C 0.47989 5.81437 1.67998 -0.682
C -0.38884 5.15325 2.55625 -0.132
C -0.61143 3.81024 2.35934 -0.028
C 0.00656 3.10336 1.31087 -0.336
O -0.17198 1.79182 1.23433 -0.182
C 0.84248 3.80182 0.38735 -0.211
C 1.36221 3.17415 -0.76202 -0.226
O 0.98174 1.97929 -1.11085 -0.222
C 1.08299 5.17813 0.63262 -0.078
H -0.85952 5.69039 3.36878 0.091
H -1.25765 3.24926 3.02496 0.120
H 1.99786 3.70721 -1.46000 0.114
H 1.73033 5.73135 -0.03677 0.108
N -2.99856 -2.26455 -3.28322 0.154
N -1.94370 -1.38972 -3.12525 -0.250
N -1.65041 -0.42262 -3.97122 0.151
C -0.68311 0.19115 -3.33201 -0.181
N -0.43604 -0.39009 -2.15408 -0.043
N -1.22714 -1.42547 -2.06056 0.110
H -3.37870 -2.07329 -4.20192 0.094
H -3.69754 -2.02836 -2.57758 0.085
H -0.17646 1.07447 -3.68234 0.126



[3]
93
Properties=species:S:1:pos:R:3:lowdin_charge:R:1 method="wB97M-V/def2-TZVPD" homo_energy_ev=-4.353 mol_weight_g_mol=659.14 lumo_energy_ev=2.61 total_charge=-1 total_energy_ha=-2719.7279 spin_multiplicity=1
Mg 0.24750 -0.56490 0.25250 0.386
C -2.52800 0.31010 -0.42180 -0.107
N -2.03890 -0.50100 0.67410 -0.320
C -2.94680 -1.60240 0.92260 -0.082
C -1.83520 0.30490 1.86080 -0.222
C -0.96350 -0.38980 2.89880 -0.225
N 0.27200 -0.74240 2.27260 -0.034
C 1.27510 -1.23580 2.95610 -0.212
C 2.49160 -1.50740 2.26860 -0.156
F 2.49470 -1.28900 0.91520 0.002
C 3.62620 -1.97630 2.87160 -0.233
F 4.74880 -2.17870 2.14350 0.070
C 3.66410 -2.24570 4.23210 0.027
C 2.48920 -2.04050 4.93650 -0.228
F 2.47720 -2.34120 6.26080 0.058
C 1.34550 -1.54790 4.34930 -0.129
F 0.24380 -1.39150 5.14610 0.042
H -3.51320 0.75660 -0.20720 0.093
H -2.60800 -0.30910 -1.31670 0.091
H -1.79860 1.09480 -0.61270 0.046
H -3.92130 -1.24280 1.29490 0.094
H -2.52540 -2.27090 1.66870 0.070
H -3.10020 -2.16360 0.00010 0.086
H -2.79510 0.60770 2.32040 0.130
H -1.28410 1.18640 1.54600 0.072
H -1.47820 -1.27410 3.30910 0.111
H -0.81390 0.31910 3.73130 0.125
H 4.55420 -2.60970 4.71180 0.117
C 1.64550 5.30240 1.01720 -0.085
C 1.05570 3.90160 1.13860 -0.578
C -0.45800 3.99930 1.35510 -0.111
C 1.62620 3.23440 2.38860 -0.102
P 1.33170 2.60810 -0.32150 0.838
N 0.46870 1.37690 -0.14940 -0.297
C 3.27100 2.26960 -0.40850 -0.573
C 3.61010 1.41120 0.81210 -0.108
C 3.44080 1.37840 -1.63790 -0.103
C 4.26710 3.42460 -0.48110 -0.084
C 0.87660 3.55240 -1.98280 -0.590
C 1.88970 4.52290 -2.58310 -0.095
C -0.43520 4.30670 -1.75830 -0.109
C 0.56250 2.45100 -2.99590 -0.112
H 1.36820 5.88470 1.89880 0.084
H 1.27810 5.82590 0.13990 0.054
H 2.72860 5.27870 0.96600 0.054
H -0.69040 4.11630 2.41420 0.078
H -0.92440 3.08030 1.00880 0.037
H -0.90180 4.83670 0.82650 0.061
H 1.24770 3.72600 3.28680 0.081
H 2.70800 3.28980 2.41750 0.060
H 1.32410 2.18990 2.41630 0.068
H 2.69910 0.94840 1.17840 0.037
H 4.06270 1.98880 1.61560 0.072
H 4.31150 0.61930 0.55040 0.083
H 2.67850 0.59740 -1.62610 0.071
H 4.42200 0.89990 -1.62810 0.084
H 3.36240 1.94930 -2.55950 0.054
H 4.21620 4.05530 0.40460 0.056
H 4.11690 4.04810 -1.35520 0.051
H 5.27820 3.01150 -0.53180 0.086
H 2.20840 5.27120 -1.86240 0.063
H 1.43100 5.04160 -3.42980 0.081
H 2.76670 4.00000 -2.95590 0.057
H -0.28800 5.21470 -1.18140 0.057
H -1.14820 3.66660 -1.24620 0.068
H -0.86690 4.59580 -2.71920 0.079
H 1.45810 1.96730 -3.36990 0.059
H 0.01890 2.86440 -3.84790 0.078
H -0.05190 1.68900 -2.51800 0.056
C 2.05640 -5.07630 2.60410 -0.106
C 2.85440 -4.94470 1.47900 -0.103
C 2.37770 -4.28630 0.35990 -0.116
C 1.10950 -3.71960 0.33690 -0.369
C 0.33400 -3.85300 1.48230 -0.148
C 0.78310 -4.53370 2.59810 -0.089
Si 0.47270 -2.65260 -1.10850 0.678
C -0.81100 -3.85990 -1.87390 -0.339
C -1.63300 -4.68060 -1.10830 -0.119
C -2.50800 -5.58560 -1.68270 -0.106
C -2.58970 -5.69060 -3.06130 -0.122
C -1.79380 -4.87350 -3.84880 -0.114
C -0.92940 -3.97290 -3.25520 -0.139
H 2.42610 -5.58670 3.48500 0.097
H 3.85890 -5.34960 1.47960 0.098
H 3.01090 -4.18360 -0.51040 0.091
H -0.64680 -3.40040 1.50160 0.073
H 0.14760 -4.63060 3.47020 0.104
H 1.57230 -2.89170 -2.11700 -0.042
H -1.56260 -4.64180 -0.03170 0.078
H -3.12150 -6.22200 -1.05650 0.094
H -3.25440 -6.41280 -3.51710 0.088
H -1.83880 -4.94950 -4.92750 0.091
H -0.30090 -3.35310 -3.87950 0.085